No. 1
Computed, not measured: a cluster of 2 separate species, C8H15NO4P in total, with ωB97M-V with the def2-TZVPD basis set.

## Properties
Max |F|: 0.6 eV/Å
Total charge: +1
Calculated total energy: -1010.67086 a.u.
Kohn-Sham gap: 7.53 eV
LUMO energy: -3.92 eV

Each line ends with the natural charge from an NBO analysis.
Geometry (Å):
1 C -0.7231 1.1079 -1.2308  -0.636
2 C 0.7216 1.1646 -1.6646  -0.084
3 O 0.9439 0.0401 -2.5529  -0.327
4 N 2.0849 0.2146 -3.3463  -0.521
5 P 3.7767 0.0607 -2.5883  2.444
6 O 4.5060 -0.6373 -3.6184  -0.996
7 O 4.1522 1.5179 -2.1554  -0.977
8 O 3.4626 -0.6659 -1.2575  -0.959
9 H -0.9391 2.0380 -0.7053  0.244
10 H -1.3930 0.9866 -2.0778  0.239
11 H -0.8589 0.3013 -0.5115  0.245
12 H 0.9531 2.0988 -2.1914  0.171
13 H 1.3893 1.0971 -0.8032  0.181
14 H 2.0509 -0.5409 -4.0410  0.466
15 H 1.9801 1.0974 -3.8638  0.419
16 H 3.9701 2.2655 -2.7363  0.543
17 H 3.4851 -0.1411 -0.4443  0.548
18 C -3.4755 -0.0509 3.0459  -0.212
19 C -3.7494 -1.3804 3.3355  -0.201
20 C -2.7392 -2.3300 3.2680  -0.204
21 C -1.4521 -1.9509 2.9137  -0.213
22 C -1.1781 -0.6206 2.6262  -0.234
23 C -2.1888 0.3290 2.6900  -0.211
24 H -4.2635 0.6888 3.1012  0.219
25 H -4.7513 -1.6765 3.6173  0.222
26 H -2.9546 -3.3659 3.4947  0.221
27 H -0.6637 -2.6912 2.8679  0.214
28 H -0.1696 -0.3249 2.3596  0.195
29 H -1.9764 1.3681 2.4689  0.205


No. 2
Computed, not measured: a structure of composition C4H8O2, with ωB97M-V with the def2-TZVPD basis set.

## Properties
Max |F|: 1.7 eV/Å
Total charge: 0
Calculated total energy: -307.50162 a.u.
Kohn-Sham gap (spin up / spin down): 7.88 / 8.12 eV
Relative energy (zero: lowest compared OMol25 entry of this formula, charge and spin): 132.29 kcal per mole
LUMO energy (spin up / spin down): -0.55 / -0.61 eV

Each line ends with the Mulliken charge.
Geometry (Å):
1 O 2.2667 -1.1472 -0.6470  -0.527
2 C 1.2967 -0.1139 -0.7056  -0.430
3 C 0.6060 0.1440 0.6003  -0.414
4 C -1.6054 1.2232 -0.0430  -0.689
5 C -0.7029 -0.2131 0.8903  0.007
6 O -1.3285 -1.1975 0.1601  -0.474
7 H 1.8112 -1.9672 -0.4181  0.330
8 H 0.5326 -0.3092 -1.4637  0.298
9 H 1.8571 0.7810 -0.9888  0.289
10 H 1.2333 0.5220 1.4177  0.347
11 H -1.5117 1.1238 -1.1554  0.259
12 H -1.2361 2.2186 0.2039  0.301
13 H -0.9745 -0.1917 1.9538  0.278
14 H -2.2445 -0.8729 0.1955  0.425


No. 3
Computed, not measured: a structure of composition C12H24FHfO4, with ωB97M-V with the def2-TZVPD basis set.

## Properties
Max |F|: 8.5 eV/Å
Total charge: +3
Calculated total energy: -919.19684 a.u.
Kohn-Sham gap: 2.23 eV
Relative energy (zero: lowest compared OMol25 entry of this formula, charge and spin): 32.11 kcal per mole
LUMO energy: -15.26 eV

Each line ends with the Mulliken charge.
Geometry (Å):
1 Hf -0.4623 3.3210 -1.0707  1.813
2 F -0.2980 1.2246 -0.7813  -0.133
3 C -4.3091 1.7981 -2.8532  -1.148
4 C -3.5219 1.4930 -1.6292  0.767
5 O -2.6974 2.3178 -1.1847  -0.649
6 C -3.7648 0.2087 -0.9098  -0.711
7 H -5.3663 1.5438 -2.7585  0.373
8 H -3.9942 1.2510 -3.7475  0.352
9 H -4.2110 2.8634 -3.0620  0.377
10 H -4.1389 0.4061 0.0967  0.387
11 H -2.8169 -0.3361 -0.8709  0.080
12 H -4.4463 -0.4717 -1.4151  0.385
13 C 2.1435 -1.4602 -0.8502  -0.801
14 C 2.0083 -2.7113 -1.7142  0.713
15 O 1.1014 -2.8582 -2.4664  -0.349
16 C 2.9014 -3.8849 -1.2599  -1.092
17 H 1.9209 -1.6499 0.1956  0.260
18 H 1.4561 -0.7514 -1.3193  0.110
19 H 3.1356 -1.0098 -0.9050  0.545
20 H 2.6547 -4.0990 -0.2215  0.332
21 H 3.9496 -3.6923 -1.4864  0.381
22 H 2.6432 -4.7683 -1.8440  0.361
23 C 2.6716 1.8546 2.0852  -0.619
24 C 2.2220 3.0171 1.2790  0.744
25 O 1.1940 2.9471 0.5641  -0.529
26 C 2.9672 4.3111 1.3591  -1.073
27 H 2.6882 2.1061 3.1487  0.383
28 H 3.6411 1.5012 1.7342  0.372
29 H 1.9016 1.0863 2.0037  -0.021
30 H 2.9264 4.7863 0.3801  0.365
31 H 3.9977 4.1676 1.6756  0.361
32 H 2.4430 4.8968 2.1223  0.353
33 C -1.4850 -2.9685 0.8927  -0.887
34 C -1.5812 -1.7794 1.7990  0.627
35 O -2.6489 -1.4398 2.2191  -0.387
36 C -0.3291 -1.0073 2.1815  -0.359
37 H -2.4588 -3.2662 0.5047  0.368
38 H -1.1164 -3.9072 1.3098  0.393
39 H -0.8582 -2.6153 0.0667  0.105
40 H -0.5544 -0.0077 2.5460  0.371
41 H 0.2334 -0.8766 1.2562  -0.364
42 H 0.2582 -1.5404 2.9294  0.446


No. 4
Computed, not measured: a structure of composition C26H46Cl26N3OPSi, with ωB97M-V with the def2-TZVPD basis set.

## Properties
Max |F|: 7.1 eV/Å
Total charge: +2
Calculated total energy: -13852.52075 a.u.
Kohn-Sham gap: 5.76 eV
LUMO energy: -7.18 eV

Each line ends with the Mulliken charge.
Geometry (Å):
1 C 3.8202 -0.0300 1.0113  -0.683
2 Si 3.0158 -0.1959 -0.7729  -0.001
3 C 3.6719 1.3009 -1.7925  -0.950
4 C 3.7420 -1.7916 -1.5691  -0.450
5 N 1.2371 -0.2161 -0.5054  0.387
6 C 0.4941 -1.3576 0.2181  0.761
7 C -1.1508 -1.3289 0.4961  -0.480
8 C -2.0670 -0.0408 -0.0303  0.440
9 C -3.6785 0.1291 0.2201  0.104
10 C -4.8532 0.1367 -0.9238  -0.414
11 C -6.4321 0.3635 -0.4278  -0.128
12 N -6.8223 0.5939 1.0406  0.224
13 P -8.5094 0.8767 1.5883  0.131
14 N -8.9714 2.5966 1.5027  -0.355
15 O -8.6262 0.4868 3.3154  -0.456
16 C -5.7605 0.5895 2.1605  -0.082
17 C -4.1609 0.3587 1.8019  -0.291
18 C -1.2115 1.1420 -0.8297  -0.792
19 C 0.4395 0.9756 -1.0323  -0.048
20 H 3.7274 -1.0507 1.5930  0.292
21 H 3.3130 0.8701 1.6077  0.174
22 H 4.9895 0.1972 0.9399  0.266
23 H 3.2074 2.3474 -1.4852  0.255
24 H 4.8338 1.3946 -1.5547  0.290
25 H 3.5028 1.0954 -2.9442  0.271
26 H 3.7844 -2.6147 -0.7275  0.137
27 H 3.1824 -2.1325 -2.5458  0.230
28 H 4.8561 -1.5339 -1.9052  0.175
29 H 1.1016 -2.2851 0.6024  -0.426
30 H -1.6582 -2.2310 1.0885  0.309
31 H -4.5708 -0.0133 -2.0739  0.285
32 H -7.3160 0.3491 -1.2145  0.361
33 H -9.0469 2.9570 0.5263  0.284
34 H -8.3940 3.2087 2.1197  0.071
35 H -9.0781 1.2927 3.7466  0.287
36 H -6.0280 0.7355 3.3053  0.509
37 H -3.3501 0.3650 2.6702  0.108
38 H -1.8195 2.0720 -1.2176  0.539
39 H 0.9484 1.8814 -1.6201  0.332
40 C 5.8493 4.3029 -3.1360  -0.400
41 Cl 5.2207 4.5555 -1.5033  -0.086
42 Cl 4.7622 3.2819 -4.0852  -0.133
43 H 5.9513 5.2713 -3.6318  0.348
44 H 6.8261 3.8175 -3.0701  0.288
45 C 5.0892 -3.5758 -4.4131  -0.343
46 Cl 6.6262 -3.3141 -3.5800  -0.146
47 Cl 3.9927 -4.5557 -3.4320  -0.118
48 H 4.6218 -2.6080 -4.6100  0.293
49 H 5.2796 -4.0924 -5.3571  0.346
50 C -2.0597 1.6750 5.6517  -0.406
51 Cl -0.7460 1.1625 4.5856  -0.117
52 Cl -3.6209 1.5809 4.8278  -0.066
53 H -2.0806 1.0239 6.5290  0.322
54 H -1.8832 2.7076 5.9627  0.298
55 C 4.8487 -8.4711 -3.8263  0.580
56 Cl 3.3624 -9.4094 -4.0146  -0.164
57 Cl 5.9741 -8.7895 -5.1519  -0.170
58 H 4.5994 -7.4073 -3.8189  -0.279
59 H 5.3250 -8.7449 -2.8817  0.032
60 C 4.8403 -6.7144 -0.0610  -0.217
61 Cl 6.1540 -7.2269 -1.1271  -0.145
62 Cl 3.2791 -6.8084 -0.8850  -0.175
63 H 4.8194 -7.3654 0.8163  0.345
64 H 5.0168 -5.6818 0.2500  0.186
65 C 5.6986 3.1599 2.8931  -0.325
66 Cl 4.4440 3.5572 1.7129  -0.135
67 Cl 7.2672 2.9461 2.1063  -0.140
68 H 5.7730 3.9720 3.6204  0.352
69 H 5.4268 2.2321 3.4026  0.257
70 C -7.7513 4.3798 4.8073  -0.264
71 Cl -9.2376 3.4415 4.6190  -0.168
72 Cl -6.6259 4.0614 3.4817  -0.165
73 H -8.0006 5.4437 4.8146  0.350
74 H -7.2750 4.1060 5.7519  0.311
75 C -2.0577 1.7182 -4.5373  -0.062
76 Cl -0.7654 2.8685 -4.8999  -0.127
77 Cl -1.7326 0.8501 -3.0321  -0.032
78 H -3.0004 2.2617 -4.4381  0.312
79 H -2.1320 0.9970 -5.3550  -0.019
80 C 0.3615 -4.9666 2.2133  0.124
81 Cl 1.6977 -4.0153 1.5540  -0.170
82 Cl 0.3832 -4.9539 3.9809  -0.162
83 H -0.5833 -4.5416 1.8660  0.141
84 H 0.4527 -5.9980 1.8638  0.058
85 C -1.5578 -0.0619 -8.4991  -0.233
86 Cl -1.4234 -1.6017 -7.6413  -0.142
87 Cl -2.7673 0.9832 -7.7443  -0.139
88 H -0.5888 0.4427 -8.4784  0.259
89 H -1.8509 -0.2555 -9.5339  0.307
90 C 4.0230 7.9894 -0.2900  0.127
91 Cl 3.4873 8.5613 -1.8746  -0.155
92 Cl 5.0883 9.1683 0.4848  -0.146
93 H 3.1483 7.8289 0.3448  0.249
94 H 4.5650 7.0488 -0.4158  -0.066
95 C -5.1578 7.1954 5.3227  -0.251
96 Cl -5.0234 5.6556 6.1805  -0.131
97 Cl -6.3673 8.2405 6.0775  -0.133
98 H -4.1888 7.7000 5.3434  0.331
99 H -5.4509 7.0018 4.2879  0.211
100 C -0.1609 -8.7185 2.8642  -0.228
101 Cl -1.4156 -8.3212 1.6839  -0.151
102 Cl 1.4076 -8.9323 2.0774  -0.108
103 H -0.0865 -7.9064 3.5914  0.187
104 H -0.4328 -9.6463 3.3737  0.340


No. 5
Computed, not measured: a structure of composition C6H15NO2S, with ωB97M-V with the def2-TZVPD basis set.

## Properties
Max |F|: 3.3 eV/Å
Total charge: 0
Calculated total energy: -841.00570 a.u.
Kohn-Sham gap: 10.19 eV
Relative energy (zero: lowest compared OMol25 entry of this formula, charge and spin): 31.58 kcal per mole
LUMO energy: 0.51 eV

Each line ends with the natural charge from an NBO analysis.
Geometry (Å):
1 C -1.8549 -0.0309 -0.5418  -0.164
2 C -3.1089 -0.8314 -0.1558  0.768
3 C -0.7481 -0.2873 0.4984  -0.390
4 C 0.6700 0.1443 0.0913  -0.222
5 C 0.8765 1.6591 0.1528  -0.616
6 C 1.6980 -0.5646 0.9774  -0.557
7 H 4.9241 -1.4389 -1.0652  0.123
8 H 4.2668 0.3774 -0.8305  0.152
9 H -2.5755 1.7065 0.1723  0.368
10 H -2.8618 1.5017 -1.4002  0.367
11 H -1.5051 -0.4090 -1.5146  0.198
12 H -0.7307 -1.3620 0.7270  0.201
13 H -1.0319 0.2095 1.4393  0.210
14 H 0.8314 -0.1837 -0.9456  0.194
15 H 1.8929 1.9207 -0.1640  0.198
16 H 0.7500 2.0162 1.1839  0.199
17 H 0.1564 2.1842 -0.4781  0.243
18 H 2.7165 -0.2796 0.6993  0.177
19 H 1.5542 -0.2903 2.0310  0.201
20 H 1.6199 -1.6552 0.9012  0.200
21 H -2.1442 -2.4199 -0.6085  0.481
22 N -2.1425 1.3825 -0.6905  -0.816
23 O -4.1262 -0.3221 0.2329  -0.572
24 O -3.0137 -2.1765 -0.2587  -0.669
25 S 3.8869 -0.8506 -0.4531  -0.274


No. 6
Computed, not measured: a structure of composition C40H74InN6O4S2, with ωB97M-V with the def2-TZVPD basis set.

## Properties
Max |F|: 1.6 eV/Å
Total charge: -1
Calculated total energy: -3184.42695 a.u.
Kohn-Sham gap: 6.36 eV
LUMO energy: 1.91 eV

Each line ends with the Mulliken charge.
Geometry (Å):
1 C 1.4058 -1.5746 2.5979  -0.698
2 C 1.3529 -0.2074 3.3290  -0.835
3 In 0.3908 1.3801 2.0889  0.918
4 C -1.5589 1.9116 3.0712  -0.919
5 C -2.6665 0.9824 2.5177  0.324
6 C -3.5478 0.3277 3.5765  -0.832
7 C -4.5954 -0.5968 2.9164  -0.904
8 C -4.3316 -2.0894 3.1374  -0.688
9 C -2.9405 -2.5443 2.7069  -0.298
10 C -2.7498 -2.6202 1.2067  -0.811
11 O -3.1529 -3.8964 0.7218  -0.247
12 C -2.6670 -4.1258 -0.5795  -0.908
13 C 1.7147 3.1740 1.7345  -1.255
14 C 2.3216 2.9949 0.3356  0.139
15 C 3.6048 3.8054 0.0540  -1.136
16 S 3.3442 5.2198 -1.0607  -0.317
17 C 3.3631 4.4837 -2.6895  -0.381
18 S 2.7011 3.0281 -2.9653  0.063
19 N 3.9710 5.3410 -3.6229  0.414
20 C 4.4024 4.7237 -4.8750  -0.867
21 C 3.3926 4.9550 -6.0127  -0.590
22 O 2.0722 5.0641 -5.5529  -0.379
23 C 1.8986 6.1812 -4.7145  -0.779
24 C 3.1495 6.5225 -3.8820  -0.919
25 C -0.1520 0.6266 -0.0016  -0.880
26 C -0.9857 1.6323 -0.7313  0.405
27 O -1.5910 1.4322 -1.7791  -0.676
28 O -1.0837 2.8874 -0.1384  -0.426
29 H 0.5443 -1.6728 1.9394  -0.081
30 H 1.3966 -2.3977 3.3145  0.337
31 H 2.3099 -1.6247 1.9944  0.315
32 H 0.7253 -0.3304 4.2148  0.226
33 H 2.3358 0.1073 3.6757  0.381
34 H -1.5064 1.8178 4.1593  0.161
35 H -1.8426 2.9397 2.8336  0.296
36 H -2.1878 0.1527 1.9875  -0.536
37 H -3.2804 1.5031 1.7822  0.337
38 H -4.0172 1.0639 4.2284  0.458
39 H -2.9063 -0.2974 4.1998  0.358
40 H -5.6079 -0.3289 3.2183  0.450
41 H -4.5597 -0.4156 1.8399  0.388
42 H -5.0726 -2.6484 2.5595  0.167
43 H -4.4952 -2.3257 4.1904  0.377
44 H -2.7778 -3.5523 3.0943  0.513
45 H -2.1477 -1.9385 3.1399  0.071
46 H -1.6912 -2.4766 0.9693  0.504
47 H -3.2972 -1.8299 0.6841  0.279
48 H -3.3410 -4.8026 -1.1020  0.284
49 H -2.5890 -3.2011 -1.1544  0.366
50 H -1.6712 -4.5786 -0.5596  0.302
51 H 2.4958 3.2109 2.4934  0.514
52 H 1.1223 4.0920 1.7418  0.217
53 H 2.5855 1.9435 0.2040  0.262
54 H 1.5602 3.2199 -0.4001  -0.014
55 H 3.9827 4.2195 0.9860  0.476
56 H 4.3931 3.1760 -0.3543  0.452
57 H 5.3126 5.2437 -5.1826  0.243
58 H 4.6711 3.6851 -4.7401  0.604
59 H 3.4632 4.1795 -6.7703  0.413
60 H 3.6780 5.8877 -6.5198  0.318
61 H 1.5935 7.0728 -5.2768  0.374
62 H 1.0644 5.9400 -4.0573  0.356
63 H 3.7655 7.2298 -4.4381  0.455
64 H 2.8177 6.9682 -2.9484  0.555
65 H 0.7348 0.4534 -0.6082  0.722
66 H -0.7432 -0.2835 0.0723  -0.055
67 H -0.7757 3.5540 -0.7588  0.285
68 C -1.2303 3.0669 7.0940  -0.887
69 C -0.9733 4.5504 6.8525  -0.511
70 C -0.3142 4.8194 5.4960  0.027
71 C 0.9816 4.1494 5.3944  0.191
72 N 1.9786 3.5961 5.2598  -0.488
73 H -0.2984 2.5010 7.1124  0.334
74 H -1.7276 2.9157 8.0533  0.365
75 H -1.8652 2.6468 6.3123  0.097
76 H -0.3408 4.9462 7.6503  0.291
77 H -1.9192 5.0949 6.8943  0.322
78 H -0.1606 5.8887 5.3467  0.369
79 H -0.9479 4.4533 4.6856  0.024
80 C -5.5952 -8.1811 0.7337  -1.088
81 C -6.3433 -7.0305 1.3977  -0.699
82 C -5.4023 -6.0286 2.0785  0.393
83 C -4.6243 -6.6814 3.1331  0.251
84 N -4.0285 -7.1965 3.9704  -0.554
85 H -5.0389 -8.7634 1.4717  0.311
86 H -6.2861 -8.8541 0.2361  0.416
87 H -4.8921 -7.8132 -0.0131  0.245
88 H -7.0473 -7.4288 2.1323  0.338
89 H -6.9313 -6.5002 0.6463  0.358
90 H -5.9684 -5.2112 2.5260  0.241
91 H -4.7117 -5.5924 1.3549  -0.185
92 C -1.4752 -10.5326 -1.4054  -1.092
93 C -2.2492 -11.7048 -0.8136  -0.397
94 C -3.4985 -12.0658 -1.6262  -0.421
95 C -4.4318 -10.9394 -1.6817  0.276
96 N -5.1401 -10.0349 -1.6931  -0.442
97 H -2.0763 -9.6228 -1.4138  0.305
98 H -0.5818 -10.3284 -0.8164  0.322
99 H -1.1628 -10.7448 -2.4299  0.303
100 H -2.5403 -11.4665 0.2108  0.288
101 H -1.6015 -12.5821 -0.7662  0.303
102 H -4.0140 -12.9156 -1.1782  0.267
103 H -3.2261 -12.3387 -2.6468  0.286
104 C 7.2878 6.8709 -0.1850  -1.049
105 C 6.9575 8.0325 -1.1154  -0.632
106 C 6.1607 7.5892 -2.3468  0.366
107 C 6.9100 6.6183 -3.1434  0.318
108 N 7.5132 5.8518 -3.7517  -0.570
109 H 7.9202 6.1331 -0.6805  0.365
110 H 7.8244 7.2263 0.6952  0.363
111 H 6.3789 6.3690 0.1506  0.169
112 H 7.8812 8.5218 -1.4326  0.331
113 H 6.3712 8.7768 -0.5733  0.327
114 H 5.9251 8.4449 -2.9816  0.360
115 H 5.2225 7.1208 -2.0428  -0.228
116 C 1.9604 -1.5411 -6.7737  -1.172
117 C 0.9754 -0.6588 -6.0149  -0.584
118 C 1.6659 0.3920 -5.1401  0.038
119 C 2.5132 -0.2378 -4.1264  0.205
120 N 3.1628 -0.7520 -3.3301  -0.555
121 H 2.5883 -2.1129 -6.0893  0.346
122 H 1.4294 -2.2536 -7.4061  0.348
123 H 2.6118 -0.9422 -7.4139  0.285
124 H 0.3344 -1.2834 -5.3907  0.318
125 H 0.3259 -0.1448 -6.7260  0.363
126 H 0.9275 1.0097 -4.6282  0.270
127 H 2.2880 1.0522 -5.7462  0.207